A:
This record from OMol25 describes CH3NO2S2 as an isolated structure. The level of theory is ωB97M-V with the def2-TZVPD basis set.

Last column: Löwdin charge in e.
Cartesian coordinates (Å):
C1 -1.5753 -0.6383 0.6664  -0.23
N1 2.0170 1.2868 -0.1647  -0.33
O1 -0.5453 0.7573 -1.2413  -0.70
O2 1.4467 -1.1575 -0.6065  -0.53
S1 -1.2977 0.8467 0.0503  0.94
S2 1.6793 0.2047 -1.1870  0.84
H1 -2.2948 -0.7375 1.3510  -0.03
H2 -1.3028 -1.5690 0.3070  0.02
H3 1.8730 1.0069 0.8248  0.02

Values from the calculation:
Total charge   0

=====

B:
This record from OMol25 describes a 2-piece molecular cluster, CH3NO2S2 overall. The level of theory is ωB97M-V with the def2-TZVPD basis set.

Last column: Löwdin charge in e.
Cartesian coordinates (Å):
C1 -1.0590 -0.0703 0.2250  -0.35
N1 2.6578 1.4160 -0.3895  -0.68
O1 1.4637 1.3848 -0.5780  -0.05
O2 -2.1260 -2.4770 0.1665  -0.57
S1 3.9730 0.6588 -0.2731  0.76
S2 -1.8197 -1.3718 -0.7407  0.82
H1 -0.6337 -0.5797 1.0444  0.02
H2 -0.4380 0.7495 -0.0989  0.01
H3 -2.0179 0.2898 0.6443  0.04

Values from the calculation:
Total charge   0

=====

C:
This record from OMol25 describes one molecule with the formula CH3NO2S2. The level of theory is ωB97M-V with the def2-TZVPD basis set.

Last column: Löwdin charge in e.
Cartesian coordinates (Å):
C1 -0.4794 -0.2294 0.0332  -0.83
N1 0.6719 0.3204 -0.0038  -0.46
O1 0.9282 1.4916 -0.2626  -0.09
O2 1.7701 -0.6268 -0.0317  -0.03
S1 -1.8968 1.1342 -0.1662  0.70
S2 -0.7160 -1.9545 -0.1071  0.83
H1 -0.8104 1.9011 0.1667  -0.13
H2 2.5053 -0.2128 0.5874  0.18
H3 -1.9728 -1.8238 -0.2158  -0.18

Values from the calculation:
Total charge   0

=====

The winner here is A, beating the second structure by 36.5 kcal/mol.

=====

A:
This record from OMol25 describes an isolated ion of composition H2N5O2 and charge -1. The level of theory is ωB97M-V with the def2-TZVPD basis set.

Last column: Löwdin charge in e.
Cartesian coordinates (Å):
O1 -1.5385 1.1482 -1.0982  -0.18
N1 -0.6677 0.5356 -0.4320  -0.28
N2 0.3588 -0.4546 -1.1034  -0.01
N3 1.2361 -0.6849 -0.0088  -0.18
N4 0.4662 -0.4675 1.1882  -0.07
N5 -0.5521 0.3193 0.9041  -0.33
O2 -1.1812 0.9165 1.8579  -0.13
H1 -0.0189 -1.4415 -1.1873  0.09
H2 1.8973 0.1289 -0.1205  0.09

Values from the calculation:
Total charge   -1
SMILES string   [O-]N1NNN=[N+]1[O-]

=====

B:
This record from OMol25 describes H2N5O2 as an isolated structure. The level of theory is ωB97M-V with the def2-TZVPD basis set.

Last column: Löwdin charge in e.
Cartesian coordinates (Å):
N1 0.4268 1.6087 -0.0206  0.05
N2 -1.2367 0.7856 0.1031  -0.10
N3 -0.9307 -0.4661 -0.2117  -0.20
N4 1.2161 0.7639 -0.0125  -0.36
N5 0.0335 -1.0875 0.4516  -0.19
O1 2.3590 0.3801 -0.1081  -0.12
O2 0.4670 -2.1333 -0.1215  -0.24
H1 -1.2544 0.8705 1.1187  0.03
H2 -1.0805 -0.7219 -1.1991  0.13

Values from the calculation:
Total charge   -1

=====

C:
This record from OMol25 describes a 2-piece molecular cluster, H2N5O2 overall. The level of theory is ωB97M-V with the def2-TZVPD basis set.

Last column: Löwdin charge in e.
Cartesian coordinates (Å):
N1 -0.0905 -0.8001 -0.3819  0.01
N2 0.3480 -0.0224 0.6286  -0.12
N3 0.2724 1.2332 0.2929  -0.01
N4 -0.5545 -0.0372 -1.3137  -0.31
N5 -0.2863 1.3117 -0.8889  -0.29
O1 -1.0932 -0.2878 -2.4019  -0.10
O2 -0.3827 2.3509 -1.6205  -0.15
H1 1.0119 -1.6200 3.0284  -0.01
H2 0.7749 -2.1284 2.6570  -0.01

Values from the calculation:
Total charge   -1

=====

The winner here is C, beating the second structure by 20.1 kcal/mol.

=====

A:
This record from OMol25 describes a 3-piece molecular cluster, C2H10O2S overall. The level of theory is ωB97M-V with the def2-TZVPD basis set.

Last column: Löwdin charge in e.
Cartesian coordinates (Å):
C1 -2.5215 0.7744 -2.4766  -0.43
S1 -2.2756 1.3143 -0.7596  0.72
C2 -0.9807 0.1483 -0.1770  -0.41
H1 -2.4108 1.6183 -3.1442  0.02
H2 -3.5010 0.3492 -2.5825  0.02
H3 -1.7522 0.0469 -2.7565  0.03
H4 -0.1200 0.7623 0.0024  0.01
H5 -1.2893 -0.4372 0.6777  0.03
H6 -0.8069 -0.5097 -1.0183  0.01
O1 3.6519 -0.0827 2.4386  -0.06
H7 3.6082 0.2817 1.5456  0.04
H8 2.7177 -0.1089 2.6878  0.05
O2 3.0361 -2.9071 1.3795  -0.07
H9 2.8523 -2.6179 0.4784  0.03
H10 3.7570 -2.3252 1.6539  0.01

Values from the calculation:
Total charge   0
SMILES string   CSC.O.O

=====

B:
This record from OMol25 describes a 3-piece molecular cluster, C2H10O2S overall. The level of theory is ωB97M-V with the def2-TZVPD basis set.

Last column: Löwdin charge in e.
Cartesian coordinates (Å):
C1 1.5541 -1.0567 -2.6110  -0.18
C2 0.8713 -0.8218 -1.2788  -0.61
S1 1.8551 0.1686 -0.0937  0.69
H1 2.0171 -0.1540 -2.9840  0.06
H2 2.3469 -1.7996 -2.5262  0.07
H3 0.8067 -1.3847 -3.3391  0.07
H4 0.5923 -1.7409 -0.7874  0.06
H5 -0.0802 -0.2859 -1.3748  0.06
H6 2.2028 -0.8309 0.6969  -0.16
O1 -1.2806 1.3113 1.1709  -0.08
H7 -1.1067 0.4241 1.5054  0.02
H8 -0.3971 1.7158 1.2064  0.02
O2 -4.0552 0.0522 2.4334  -0.06
H9 -4.7462 0.5418 1.9673  0.04
H10 -3.3378 0.0965 1.7895  0.00

Values from the calculation:
Total charge   0
SMILES string   CCS.O.O

=====

The winner here is B, beating the second structure by 5.7 kcal/mol.

=====

A:
This record from OMol25 describes C20H21N3O5S as an isolated structure. The level of theory is ωB97M-V with the def2-TZVPD basis set.

Last column: Löwdin charge in e.
Cartesian coordinates (Å):
C1 1.1864 -6.8310 -2.1494  -0.09
H1 1.3667 -6.9807 -1.0801  0.10
O1 0.1854 -5.8673 -2.3750  -0.08
C2 0.3876 -4.5991 -1.9366  -0.27
C3 1.5224 -4.1581 -1.2620  -0.01
C4 1.6167 -2.8416 -0.8499  -0.02
C5 0.5896 -1.9332 -1.1025  -0.21
C6 -0.5327 -2.3753 -1.8131  0.00
C7 -0.6368 -3.6866 -2.2106  0.02
H2 -1.5015 -4.0393 -2.7498  0.12
H3 -1.3152 -1.6683 -2.0379  0.10
C8 0.6694 -0.5439 -0.7326  -0.16
C9 1.1221 0.1145 0.3435  -0.14
C10 1.0217 1.5851 0.1412  -0.31
N1 0.5176 1.9788 -0.9863  -0.01
S1 0.1435 0.6884 -1.9426  0.67
O2 1.0029 0.6516 -3.0892  -0.27
O3 -1.2707 0.6697 -2.1908  -0.28
N2 1.4971 2.5520 0.9680  -0.03
C11 1.6064 2.4827 2.4109  -0.10
H4 2.5133 3.0192 2.7087  0.13
H5 1.6770 1.4579 2.7477  0.09
C12 0.3507 3.1576 3.0278  -0.10
N3 -0.7074 3.1557 2.0358  -0.04
C13 -1.3137 1.9324 1.8642  -0.38
O4 -1.0684 1.0042 2.6202  0.08
C14 -2.3216 1.8068 0.8070  -0.20
C15 -3.1825 2.6876 0.1944  0.00
C16 -3.9798 1.9162 -0.6723  -0.04
C17 -3.5493 0.6295 -0.5263  -0.12
O5 -2.5709 0.5535 0.3694  0.06
H6 -3.8551 -0.2803 -1.0025  0.13
H7 -4.7575 2.2687 -1.3175  0.10
H8 -3.2604 3.7420 0.3678  0.12
C18 -0.4021 4.0516 0.9372  -0.12
H9 -0.9934 3.7722 0.0684  0.10
C19 1.0999 3.8995 0.5907  -0.11
H10 1.7211 4.6014 1.1498  0.12
H11 1.2559 4.0304 -0.4779  0.12
H12 -0.6327 5.0800 1.2308  0.13
H13 0.0090 2.6004 3.8997  0.13
H14 0.5461 4.1929 3.3115  0.12
C20 1.5457 -0.5683 1.6042  -0.02
H15 0.8331 -0.3307 2.3954  0.08
H16 1.5146 -1.6441 1.4544  0.08
H17 2.5536 -0.2844 1.9032  0.09
H18 2.5204 -2.5091 -0.3619  0.12
H19 2.3437 -4.8274 -1.0592  0.10
H20 2.1246 -6.5588 -2.6431  0.10
H21 0.8076 -7.7552 -2.5827  0.09

Values from the calculation:
Total charge   0

=====

B:
This record from OMol25 describes one molecule with the formula C20H21N3O5S. The level of theory is ωB97M-V with the def2-TZVPD basis set.

Last column: Löwdin charge in e.
Cartesian coordinates (Å):
C1 -0.3136 -2.9118 -2.8832  -0.08
O1 -0.9477 -2.0482 -1.9588  -0.21
C2 -1.6665 -0.9871 -2.5313  -0.20
C3 -0.7921 0.1186 -3.1529  -0.13
N1 0.1512 0.6553 -2.1932  0.02
C4 -0.2183 1.5665 -1.2519  -0.56
S1 -1.8861 2.1409 -1.3120  1.05
C5 -2.0011 3.0025 0.2849  -0.33
C6 -2.8427 2.2326 1.2853  -0.41
O2 -3.8336 2.7200 1.7861  0.10
C7 -2.3714 0.9008 1.6236  -0.20
C8 -2.8709 -0.0159 2.5241  0.04
C9 -2.0090 -1.1252 2.4798  0.01
C10 -1.0382 -0.8216 1.5579  -0.21
C11 0.1414 -1.5878 1.0529  -0.08
N2 0.2402 -2.8987 1.6395  0.06
C12 1.1996 -3.2120 2.5474  -0.54
C13 1.1148 -4.6387 3.0446  0.00
O3 2.0416 -2.4184 2.9022  0.06
O4 -1.2549 0.3910 1.0414  0.05
N3 0.5461 2.0388 -0.3375  0.09
C14 1.8205 1.5583 -0.2291  -0.22
C15 2.6385 2.0015 0.8148  -0.01
C16 3.9156 1.5047 0.9376  -0.06
C17 4.4082 0.5677 0.0292  -0.07
C18 3.6171 0.1268 -1.0065  0.00
C19 2.3159 0.6149 -1.1457  -0.07
C20 1.4618 0.1516 -2.2269  -0.35
O5 1.8013 -0.6101 -3.1116  0.07
H1 -1.0172 -3.2355 -3.6574  0.09
H2 0.5544 -2.4368 -3.3483  0.07
H3 0.0177 -3.7755 -2.3096  0.09
H4 -2.2582 -0.5691 -1.7127  0.10
H5 -2.3492 -1.3573 -3.3095  0.13
H6 -1.4374 0.9178 -3.5230  0.10
H7 -0.1997 -0.2872 -3.9768  0.13
H8 -0.9652 3.0923 0.6226  0.08
H9 -2.4512 3.9779 0.1059  0.09
H10 -3.7436 0.1144 3.1303  0.12
H11 -2.0856 -2.0229 3.0576  0.11
H12 1.0640 -1.0530 1.3111  0.13
H13 0.0716 -1.6683 -0.0391  0.12
H14 -0.4534 -3.5797 1.3776  0.15
H15 1.2466 -5.3295 2.2149  0.08
H16 0.1453 -4.8216 3.5024  0.08
H17 1.8963 -4.8088 3.7788  0.08
H18 2.2442 2.7240 1.5116  0.11
H19 4.5447 1.8415 1.7479  0.11
H20 5.4120 0.1886 0.1431  0.10
H21 3.9721 -0.5974 -1.7239  0.12

Values from the calculation:
Total charge   0
SMILES string   COCCn1c(SCC(=O)c2ccc(CNC(C)=O)o2)nc2ccccc2c1=O

=====

The winner here is B, beating the second structure by 48.7 kcal/mol.

=====

A:
This record from OMol25 describes one molecule with the formula Cl2H4Si3. The level of theory is ωB97M-V with the def2-TZVPD basis set.

Last column: Löwdin charge in e.
Cartesian coordinates (Å):
Si1 1.1342 0.8417 -1.0824  0.52
Si2 1.4753 0.2307 1.1592  -0.01
Cl1 2.1249 -1.7700 0.3668  -0.11
Si3 -1.1174 -0.3549 0.8482  -0.04
Cl2 -2.0618 1.4580 1.1448  0.10
H1 -0.1071 1.2756 -1.7379  -0.13
H2 2.1073 0.3480 -2.1232  -0.12
H3 -1.6508 -1.4390 1.8117  -0.08
H4 -1.9046 -0.5901 -0.3872  -0.12

Values from the calculation:
Total charge   0
SMILES string   [SiH2]=[Si](Cl)[SiH2]Cl

=====

B:
This record from OMol25 describes one molecule with the formula Cl2H4Si3. The level of theory is ωB97M-V with the def2-TZVPD basis set.

Last column: Löwdin charge in e.
Cartesian coordinates (Å):
Si1 -1.1093 1.6777 0.7368  0.51
Si2 -0.7891 -0.4796 0.1422  -0.13
Cl1 -1.9847 -0.5564 -1.6445  0.00
Si3 1.2806 -1.1587 -0.5889  -0.04
Cl2 2.0440 -1.2065 1.3061  0.15
H1 -1.1580 1.8693 2.1987  -0.16
H2 -1.8689 2.8834 0.3304  -0.15
H3 2.2893 -0.4852 -1.4192  -0.09
H4 1.2961 -2.5440 -1.0616  -0.09

Values from the calculation:
Total charge   0
SMILES string   [SiH2]=[Si](Cl)[SiH2]Cl

=====

The winner here is B, beating the second structure by 5.5 kcal/mol.